Molecular formula: C4H15N2PdS4SbSi
Method: DFT, ωB97M-V/def2-TZVPD

**Charge**: -2
**Energy relative to the best compared isomer or geometry (same formula, charge and spin)**: 16.87 kcal/mol
**Total energy**: -2521.362290 Eh
**Gap between HOMO and LUMO**: 5.963 eV

Last column: Löwdin charge in e.
Geometry (Å):
H: -1.65 2.05 -0.36  0.019
H: 2.11 2.22 -0.07  -0.035
H: 3.11 0.08 0.20  -0.100
C: -3.49 -0.71 -1.15  -0.222
H: -1.88 0.11 1.96  -0.025
C: -0.65 -1.69 -1.54  -0.206
C: -1.26 1.34 -1.10  -0.217
S: 1.66 -2.01 1.92  -0.198
H: -1.49 -1.66 1.73  -0.026
H: -4.19 -0.09 -0.60  0.010
H: -0.18 1.48 -1.15  -0.014
H: 2.73 -0.14 -1.39  0.065
S: 4.34 0.64 2.12  -0.312
H: 0.30 -1.87 -1.04  -0.022
H: -0.43 -1.31 -2.54  0.019
H: 3.62 1.99 -0.59  0.027
Si: -1.69 -0.44 -0.54  0.344
H: -3.79 -1.76 -1.01  0.008
Sb: 2.24 0.13 2.95  -0.200
S: 2.22 0.02 5.24  -0.398
S: 0.71 1.86 2.15  -0.153
N: 2.47 0.36 -0.55  -0.161
N: 2.65 1.76 -0.80  -0.089
C: -1.52 -0.67 1.29  -0.290
Pd: 0.52 -0.15 0.80  0.142
H: -3.60 -0.48 -2.22  0.008
H: -1.16 -2.65 -1.64  0.015
H: -1.69 1.59 -2.08  0.014

***

Molecular formula: C27H34N6Se2V
Method: DFT, ωB97M-V/def2-TZVPD

**Spin multiplicity**: 2
**Energy relative to the best compared isomer or geometry (same formula, charge and spin)**: 20.50 kcal/mol
**Total energy**: -7124.669872 Eh
**Gap between HOMO and LUMO (spin up / spin down)**: 6.124 / 6.029 eV

Last column: Löwdin charge in e.
Geometry (Å):
C: -0.56 4.03 -0.04  -0.046
N: -0.43 -1.05 0.78  0.118
C: -0.40 -1.14 -3.95  -0.155
C: -3.63 -4.18 -1.00  -0.064
C: 4.59 -0.39 -0.06  -0.109
C: -1.85 -0.22 4.78  -0.075
H: -2.88 -0.48 4.95  0.098
H: 4.70 2.76 -1.31  0.101
H: -1.19 -4.14 2.00  0.127
H: -0.25 -2.17 -4.28  0.114
Se: 2.53 -1.68 1.53  0.596
H: -1.36 -0.80 -4.34  0.112
C: -2.85 -3.06 -0.77  -0.023
H: -4.15 -6.16 -0.35  0.109
H: -1.74 2.73 2.95  0.071
H: -2.91 -2.20 -1.41  0.109
H: -2.59 -6.14 1.57  0.111
H: -3.18 3.19 0.28  0.087
H: 6.07 0.66 -1.20  0.108
N: 0.66 -0.32 -4.53  -0.163
H: -1.21 4.90 -0.03  0.085
H: 1.05 0.53 6.37  0.100
C: -1.11 2.94 0.88  -0.687
H: -2.01 -0.19 2.64  0.094
C: -2.66 -5.28 0.92  -0.063
C: -1.37 -0.05 3.51  -0.155
H: 5.15 -1.31 0.01  0.102
H: -1.98 4.35 2.28  0.085
H: -0.14 -2.02 -1.95  0.111
V: 0.74 0.56 1.33  0.586
H: 2.78 0.04 -2.15  0.090
H: -2.82 1.60 0.97  0.071
C: 0.45 1.18 -2.57  -0.156
H: -4.31 -4.19 -1.84  0.110
C: 0.44 1.07 -4.12  -0.151
H: 2.18 -1.60 -1.98  0.117
C: 1.95 -0.77 -4.02  -0.146
N: 0.71 -0.13 -1.98  -0.152
C: -0.35 -1.05 -2.40  -0.181
H: 2.11 -1.80 -4.34  0.114
H: 1.23 1.87 -2.23  0.102
C: 1.99 -0.64 -2.47  -0.146
C: 4.33 1.88 -0.80  -0.073
N: -0.09 0.28 3.25  -0.109
C: -1.88 -4.16 1.17  -0.009
C: 0.76 0.53 4.25  -0.788
C: -1.31 3.49 2.30  -0.038
H: 1.23 1.68 -4.57  0.114
C: 3.09 1.88 -0.21  -0.149
C: 3.34 -0.30 0.56  -0.804
H: 2.73 -0.16 -4.48  0.114
C: -1.97 -3.06 0.32  -0.198
H: 0.43 4.34 0.31  0.080
N: 2.61 0.82 0.44  -0.132
C: 0.34 0.35 5.58  -0.103
H: -0.35 3.80 2.72  0.088
H: -0.51 1.41 -4.54  0.113
H: -2.29 1.99 -0.67  0.066
H: -1.29 -0.15 6.87  0.106
H: -0.50 1.54 -2.19  0.094
H: 2.44 2.75 -0.24  0.105
N: -0.17 1.86 0.95  -0.071
C: -1.15 -1.92 0.58  -0.094
C: -0.96 -0.02 5.84  -0.071
H: -1.29 -0.68 -1.99  0.098
C: -3.53 -5.28 -0.16  -0.065
Se: 2.43 1.16 3.74  0.623
C: -2.44 2.39 0.33  -0.041
H: -0.48 3.67 -1.06  0.065
C: 5.09 0.71 -0.73  -0.073

***

Molecular formula: C4H6N2O
Method: DFT, ωB97M-V/def2-TZVPD

**Energy relative to the best compared isomer or geometry (same formula, charge and spin)**: 54.20 kcal/mol
**Total energy**: -340.708535 Eh
**Structure (SMILES)**: Nc1cc[nH]c1O
**Gap between HOMO and LUMO**: 8.244 eV

Last column: Löwdin charge in e.
Geometry (Å):
H: 2.75 0.20 0.19  0.091
C: -0.99 -0.66 -1.18  -0.116
H: -1.66 -0.89 -1.99  0.111
H: 2.00 0.21 1.70  0.097
H: -0.85 1.73 0.70  0.114
H: -2.41 -0.75 0.39  0.151
O: -0.88 1.16 1.50  -0.007
N: 1.90 0.37 0.71  0.110
C: -0.48 -0.06 0.93  -0.342
C: 0.37 -0.37 -1.17  -0.038
N: -1.47 -0.58 0.08  0.044
H: 1.00 -0.27 -2.04  0.095
C: 0.71 -0.08 0.18  -0.311